Below is a molecular structure, C24H52CeN2O2P2S, with properties calculated with the ωB97M-V functional and the def2-TZVPD basis.

- Charge: +4
- Highest occupied orbital energy (alpha / beta): -20.879 / -20.879 eV
- Orbital gap (alpha / beta): 5.72 / 5.71 eV

Positions of all 84 atoms, in Å:
Ce (0.037, 0.020, -0.896)
C (-2.141, 0.803, -0.351)
O (-3.168, 1.195, 0.039)
C (2.480, -0.869, -1.115)
O (3.534, -1.349, -1.094)
P (-1.311, -2.463, -0.275)
C (-1.891, -3.098, -1.929)
H (-2.168, -4.142, -1.719)
C (-0.004, -3.713, 0.212)
H (0.820, -3.453, -0.482)
C (-2.781, -2.644, 0.823)
H (-3.509, -1.963, 0.346)
C (-0.656, 4.334, -0.321)
P (0.121, 2.857, -1.067)
H (0.195, 3.448, -3.417)
H (-1.723, 4.213, -0.572)
C (1.911, 3.330, -1.348)
H (1.827, 4.352, -1.743)
C (0.509, -3.478, 1.636)
H (1.444, -4.043, 1.768)
H (-0.196, -3.839, 2.398)
H (0.732, -2.420, 1.840)
C (-0.370, -5.180, -0.023)
H (-1.138, -5.531, 0.679)
H (0.535, -5.781, 0.150)
H (-0.702, -5.377, -1.050)
C (-3.378, -4.052, 0.852)
H (-3.524, -4.479, -0.149)
H (-4.369, -3.992, 1.325)
H (-2.771, -4.740, 1.456)
C (-2.513, -2.105, 2.233)
H (-3.467, -2.046, 2.773)
H (-2.074, -1.099, 2.224)
H (-1.852, -2.759, 2.813)
C (-3.144, -2.357, -2.418)
H (-4.001, -2.501, -1.743)
H (-3.417, -2.742, -3.411)
H (-2.973, -1.276, -2.524)
C (-0.767, -3.098, -2.978)
H (-0.434, -2.078, -3.241)
H (-1.161, -3.550, -3.901)
H (0.111, -3.680, -2.662)
C (-0.176, 5.664, -0.925)
H (-0.309, 5.708, -2.015)
H (0.880, 5.864, -0.691)
H (-0.766, 6.484, -0.486)
C (-0.544, 4.321, 1.204)
H (0.490, 4.388, 1.550)
C (-0.347, 1.351, -3.359)
H (-0.985, 3.418, 1.633)
H (-1.082, 5.184, 1.610)
C (-1.936, 3.291, -3.024)
H (-1.132, 0.727, -2.858)
H (-0.562, 1.333, -4.436)
H (0.650, 0.872, -3.241)
C (-0.485, 2.797, -2.842)
H (-2.262, 3.047, -4.047)
H (-2.013, 4.379, -2.880)
H (-2.624, 2.791, -2.323)
C (2.653, 2.481, -2.383)
H (2.772, 1.432, -2.072)
H (3.664, 2.894, -2.495)
H (2.185, 2.504, -3.371)
C (2.671, 3.363, -0.018)
H (2.615, 2.401, 0.515)
H (2.308, 4.144, 0.661)
H (3.731, 3.570, -0.218)
H (-1.942, 0.027, -4.193)
H (-2.261, -0.652, -4.273)
S (0.469, 0.459, 1.845)
C (1.694, 0.137, 3.080)
N (2.974, -0.028, 2.689)
C (4.088, -0.137, 3.627)
C (3.641, -0.818, 4.909)
C (2.403, -0.159, 5.459)
N (1.414, 0.058, 4.384)
H (3.153, 0.209, 1.719)
H (4.465, 0.870, 3.858)
H (4.882, -0.711, 3.138)
H (4.452, -0.760, 5.641)
H (3.461, -1.880, 4.721)
H (2.657, 0.812, 5.899)
H (1.955, -0.785, 6.232)
H (0.449, 0.292, 4.633)

Below is 8 unconnected molecules or ions with the total composition C24H52Cl2N2O15S5, with properties calculated with the ωB97M-V functional and the def2-TZVPD basis.

- Structure (SMILES): CCOS(C)(=O)=O.CCOS(C)(=O)=O.CCOS(C)(=O)=O.CCOS(C)(=O)=O.CCOS(C)(=O)=O.c1cc[nH]c1.c1cc[nH]c1.ClCCl
- Highest occupied orbital energy: -7.920 eV
- Orbital gap: 8.05 eV

Positions of all 100 atoms, in Å:
C (-0.905, 0.446, 4.933)
C (-1.341, -1.011, 4.949)
O (-1.483, -1.399, 3.597)
S (-2.098, -2.953, 3.278)
C (-0.634, -3.808, 4.077)
O (-3.350, -3.170, 3.982)
O (-2.085, -3.114, 1.826)
H (-1.277, 0.892, 5.856)
H (-1.310, 1.022, 4.101)
H (0.175, 0.587, 4.878)
H (-0.610, -1.530, 5.571)
H (-2.275, -1.040, 5.509)
H (0.370, -3.384, 4.065)
H (-0.557, -4.853, 3.778)
H (-0.788, -3.783, 5.156)
C (1.218, 3.553, 3.390)
C (1.991, 2.320, 2.932)
O (3.288, 2.599, 2.382)
S (4.353, 1.382, 2.267)
C (3.422, 0.379, 1.054)
O (5.534, 1.969, 1.632)
O (4.459, 0.663, 3.558)
H (0.322, 3.238, 3.926)
H (0.975, 4.139, 2.504)
H (1.783, 4.177, 4.083)
H (2.151, 1.652, 3.778)
H (1.308, 1.792, 2.267)
H (4.137, -0.370, 0.712)
H (2.934, 1.052, 0.350)
H (2.597, -0.018, 1.645)
C (-2.789, -1.526, -2.511)
C (-2.838, -0.056, -2.734)
O (-4.140, 0.263, -3.179)
S (-4.417, 1.873, -3.573)
C (-3.920, 1.804, -5.310)
O (-5.893, 1.988, -3.470)
O (-3.545, 2.799, -2.827)
H (-1.832, -1.855, -2.107)
H (-3.065, -1.974, -3.466)
H (-3.582, -1.571, -1.765)
H (-2.713, 0.556, -1.841)
H (-2.097, 0.218, -3.485)
H (-4.550, 1.055, -5.789)
H (-2.853, 1.591, -5.252)
H (-4.062, 2.795, -5.742)
C (0.989, -2.843, -5.036)
C (0.890, -4.147, -4.386)
O (1.153, -3.950, -3.033)
S (0.728, -5.233, -2.064)
C (-0.949, -4.520, -1.624)
O (0.643, -6.500, -2.849)
O (1.557, -5.178, -0.857)
H (0.362, -2.084, -4.570)
H (0.728, -2.938, -6.091)
H (2.002, -2.464, -4.903)
H (-0.140, -4.462, -4.549)
H (1.527, -4.901, -4.849)
H (-1.636, -4.550, -2.470)
H (-0.750, -3.486, -1.343)
H (-1.312, -5.185, -0.840)
C (-3.333, 8.038, 1.824)
C (-3.446, 6.532, 1.462)
O (-2.124, 6.081, 1.270)
S (-1.860, 4.465, 1.204)
C (-3.059, 3.787, -0.034)
O (-0.517, 4.254, 0.669)
O (-2.187, 3.854, 2.516)
H (-4.269, 8.596, 1.806)
H (-2.706, 8.457, 1.036)
H (-2.700, 8.206, 2.696)
H (-4.008, 5.958, 2.198)
H (-4.111, 6.408, 0.607)
H (-2.916, 2.720, -0.201)
H (-2.882, 4.280, -0.990)
H (-4.101, 3.964, 0.233)
C (5.633, -4.302, 1.130)
C (4.368, -3.885, 0.681)
C (4.448, -2.840, -0.249)
N (5.791, -2.635, -0.419)
C (6.496, -3.519, 0.371)
H (5.893, -5.145, 1.752)
H (3.414, -4.264, 1.017)
H (3.670, -2.300, -0.768)
H (6.193, -1.844, -0.901)
H (7.573, -3.498, 0.296)
C (0.213, 0.290, -0.822)
C (0.537, -1.101, -0.854)
C (0.122, -1.664, 0.290)
N (-0.378, -0.620, 1.045)
C (-0.355, 0.590, 0.392)
H (0.372, 0.975, -1.641)
H (0.967, -1.611, -1.703)
H (0.380, -2.635, 0.687)
H (-0.637, -0.648, 2.021)
H (-0.709, 1.508, 0.839)
Cl (2.914, -0.253, -3.251)
C (2.914, 1.474, -3.669)
Cl (2.335, 1.552, -5.397)
H (2.295, 2.088, -3.015)
H (3.970, 1.741, -3.648)

Below is 8 unconnected molecules or ions with the total composition C24H52F8N8O20S8, with properties calculated with the ωB97M-V functional and the def2-TZVPD basis.

- Highest occupied orbital energy: -8.904 eV
- Orbital gap: 3.25 eV

Positions of all 120 atoms, in Å:
C (-9.820, 12.692, -14.722)
C (-10.186, 11.727, -13.583)
O (-11.346, 11.518, -13.201)
N (-9.039, 10.905, -12.981)
H (-8.539, 10.545, -13.781)
H (-8.300, 11.484, -12.607)
C (-9.493, 9.781, -11.969)
H (-10.327, 13.640, -14.542)
H (-9.888, 12.175, -15.680)
H (-8.752, 12.904, -14.752)
H (-9.777, 10.167, -10.990)
H (-8.739, 8.995, -11.938)
H (-10.381, 9.364, -12.445)
C (-12.143, 6.188, -8.137)
C (-11.886, 5.602, -9.495)
O (-12.323, 4.543, -9.890)
N (-10.968, 6.525, -10.337)
H (-11.226, 7.486, -10.159)
H (-10.035, 6.437, -9.962)
C (-10.982, 6.192, -11.838)
H (-12.470, 5.583, -7.292)
H (-12.751, 7.092, -8.094)
H (-11.203, 6.396, -7.626)
H (-10.119, 6.733, -12.225)
H (-11.892, 6.590, -12.285)
H (-10.873, 5.112, -11.941)
C (-11.781, 16.752, -20.238)
C (-12.382, 16.787, -18.787)
C (-12.048, 15.460, -18.125)
C (-12.389, 15.447, -16.643)
C (-11.400, 16.407, -15.927)
C (-11.680, 17.845, -16.407)
N (-11.852, 17.937, -17.966)
O (-12.017, 19.205, -18.484)
C (-10.543, 18.725, -16.030)
C (-13.027, 18.231, -15.748)
C (-13.864, 17.037, -18.954)
H (-12.179, 15.990, -20.908)
H (-10.714, 16.531, -20.236)
H (-11.827, 17.724, -20.729)
H (-11.021, 15.128, -18.277)
H (-12.611, 14.696, -18.660)
H (-11.980, 14.502, -16.287)
H (-13.440, 15.432, -16.354)
H (-10.388, 16.042, -16.107)
H (-11.515, 16.304, -14.848)
H (-9.586, 18.498, -16.500)
H (-10.361, 18.618, -14.961)
H (-10.742, 19.787, -16.173)
H (-13.844, 17.592, -16.082)
H (-13.248, 19.259, -16.035)
H (-12.885, 18.311, -14.670)
H (-14.325, 16.264, -19.570)
H (-14.111, 17.879, -19.601)
H (-14.513, 17.117, -18.082)
C (-10.905, 9.833, -16.781)
C (-10.674, 10.305, -18.270)
C (-9.756, 9.330, -19.099)
C (-10.422, 7.960, -19.364)
C (-11.742, 8.129, -20.169)
C (-12.726, 9.119, -19.577)
N (-11.966, 10.336, -19.173)
O (-12.755, 11.478, -18.924)
C (-13.534, 8.521, -18.421)
C (-13.704, 9.479, -20.752)
C (-9.962, 11.705, -18.332)
H (-11.712, 10.388, -16.302)
H (-10.074, 10.040, -16.106)
H (-11.085, 8.781, -16.559)
H (-8.743, 9.274, -18.699)
H (-9.631, 9.720, -20.109)
H (-10.753, 7.577, -18.398)
H (-9.719, 7.261, -19.817)
H (-12.158, 7.171, -20.481)
H (-11.608, 8.497, -21.186)
H (-14.227, 9.333, -18.199)
H (-12.969, 8.205, -17.544)
H (-14.090, 7.624, -18.692)
H (-14.463, 10.209, -20.473)
H (-14.243, 8.560, -20.980)
H (-13.158, 9.951, -21.569)
H (-10.631, 12.445, -17.893)
H (-9.605, 12.060, -19.300)
H (-9.061, 11.571, -17.733)
N (-7.271, 12.621, -11.884)
S (-7.508, 14.255, -11.636)
O (-6.683, 15.058, -12.501)
O (-7.858, 14.665, -10.276)
F (-8.875, 14.304, -12.407)
S (-5.893, 12.659, -11.385)
O (-5.646, 13.048, -9.964)
O (-4.838, 12.863, -12.397)
F (-5.765, 11.041, -11.363)
N (-11.637, 9.010, -9.996)
S (-11.465, 9.935, -8.553)
O (-12.561, 9.859, -7.625)
O (-10.731, 11.160, -8.631)
F (-10.346, 8.885, -7.990)
S (-12.897, 9.699, -10.428)
O (-12.882, 11.147, -10.657)
O (-14.080, 9.184, -9.805)
F (-12.909, 9.230, -11.995)
N (-7.790, 9.772, -15.094)
S (-6.511, 9.981, -15.926)
O (-6.638, 10.181, -17.384)
O (-5.137, 9.653, -15.437)
F (-6.469, 11.535, -15.544)
S (-7.825, 8.080, -15.558)
O (-6.701, 7.204, -15.356)
O (-8.731, 7.784, -16.661)
F (-8.794, 7.719, -14.288)
N (-6.718, 15.647, -18.538)
S (-7.792, 14.703, -18.431)
O (-8.828, 14.703, -19.435)
O (-8.217, 14.286, -17.080)
F (-7.023, 13.415, -19.091)
S (-7.494, 17.014, -17.970)
O (-7.478, 17.318, -16.545)
O (-8.714, 17.408, -18.675)
F (-6.378, 18.125, -18.526)

no.,F_max (eV Å⁻¹)
1,8.38
2,3.68
3,13.10